Formula: C5H8ClFO
Source: OMol25
Level of theory: ωB97M-V with the def2-TZVPD basis set

The geometry in ORCA input format:
```
! RIJCOSX wB97M-V def2-TZVPD def2/J DEFGRID3
* xyz 0 1
C -1.05 -2.17 -1.67
O -0.42 -1.50 -0.46
C 0.15 -0.24 -0.59
C 0.17 0.59 0.48
C 0.93 1.88 0.16
F 0.28 3.04 0.64
C -0.20 0.49 1.86
Cl 1.20 -0.68 2.64
H -0.36 -2.54 -2.53
H -1.64 -2.99 -1.19
H -1.65 -1.32 -2.07
H 0.64 -0.16 -1.63
H 1.10 2.14 -0.93
H 1.98 1.88 0.69
H 0.07 1.55 2.61
H -1.20 0.03 2.01
*
```

Results
LUMO energy in eV: 0.4238
SMILES: CO/C=C(/CF)CCl
Gap between HOMO and LUMO in eV: 9.4
HOMO in eV: -9.023
E in Eh: -830.4987



Formula: C6H11NS
Source: OMol25
Level of theory: ωB97M-V with the def2-TZVPD basis set

The geometry in ORCA input format:
```
! RIJCOSX wB97M-V def2-TZVPD def2/J DEFGRID3
* xyz 0 1
C -1.39 -1.79 0.03
C -1.74 -0.75 0.82
C -0.06 -1.79 -0.66
C -0.75 0.39 0.91
C -1.07 1.59 0.19
C 2.60 1.08 -0.40
N 0.64 -0.63 -0.39
S 2.08 -0.54 0.27
H -1.94 -2.71 -0.09
H -2.86 -0.77 1.16
H 0.60 -2.64 -0.29
H -0.35 -2.03 -1.68
H -0.25 0.49 1.86
H -0.37 2.41 0.41
H -2.06 1.94 0.47
H -1.08 1.49 -0.88
H 2.38 1.13 -1.50
H 3.59 1.31 -0.24
H 2.03 1.81 0.01
*
```

Results
LUMO energy (alpha / beta) in eV: 0.6586 / 0.6578
Gap between HOMO and LUMO (alpha / beta) in eV: 7.8 / 7.8
HOMO (alpha / beta) in eV: -7.159 / -7.158
E in Eh: -688.0055



Formula: C46H116N8O15
Source: OMol25
Level of theory: ωB97M-V with the def2-TZVPD basis set

The geometry in ORCA input format:
```
! RIJCOSX wB97M-V def2-TZVPD def2/J DEFGRID3
* xyz 0 1
C -7.67 -7.18 2.21
O -7.07 -5.97 2.59
C -7.63 -4.87 1.89
C -7.48 -3.49 2.67
C -7.74 -2.25 1.76
N -6.08 -3.39 3.20
H -6.97 -7.99 2.43
H -7.83 -7.35 1.14
H -8.56 -7.38 2.80
H -6.97 -4.82 1.02
H -8.63 -5.06 1.51
H -8.16 -3.61 3.52
H -7.35 -2.50 0.77
H -7.18 -1.42 2.18
H -8.81 -2.08 1.67
H -6.11 -4.08 3.93
H -5.48 -3.81 2.50
C 4.43 -3.02 17.57
O 5.74 -2.66 17.13
C 5.95 -1.51 16.32
C 5.42 -1.69 14.91
N 5.80 -0.53 14.06
C 4.85 0.56 13.93
C 4.74 1.49 15.15
O 4.17 2.65 14.72
C 4.51 3.72 15.61
H 3.78 -2.19 17.85
H 4.48 -3.58 18.51
H 3.88 -3.52 16.77
H 6.99 -1.18 16.32
H 5.32 -0.68 16.65
H 4.33 -1.74 14.95
H 5.92 -2.56 14.49
H 6.15 -0.86 13.17
H 3.86 0.34 13.52
H 5.24 1.11 13.07
H 5.71 1.65 15.64
H 4.18 1.02 15.96
H 4.10 3.65 16.62
H 4.17 4.68 15.23
H 5.59 3.84 15.55
C 10.51 2.29 -2.42
O 10.75 0.94 -2.39
C 9.62 0.17 -2.28
C 9.01 0.17 -0.82
N 8.25 -1.07 -0.38
C 9.00 -2.34 -0.49
C 8.32 -3.53 0.18
O 9.28 -4.60 0.26
C 8.87 -5.91 0.66
H 11.49 2.75 -2.55
H 9.79 2.69 -1.71
H 10.04 2.60 -3.35
H 10.00 -0.77 -2.67
H 8.91 0.54 -3.02
H 8.15 0.84 -0.83
H 9.64 0.55 -0.01
H 7.70 -1.02 0.46
H 9.96 -2.11 -0.02
H 9.28 -2.52 -1.54
H 7.51 -3.86 -0.47
H 8.01 -3.34 1.21
H 8.58 -6.36 -0.29
H 8.04 -5.93 1.36
H 9.74 -6.40 1.09
C 7.06 6.06 6.09
O 7.56 7.11 5.34
C 7.03 7.37 4.01
C 7.96 8.31 3.16
N 9.11 7.63 2.62
C 10.01 7.21 3.64
C 11.46 7.51 3.29
O 11.64 8.77 2.68
C 13.00 9.06 2.51
H 7.53 5.10 5.91
H 6.03 5.78 5.86
H 7.06 6.05 7.18
H 6.00 7.72 4.09
H 7.05 6.40 3.52
H 8.42 9.14 3.70
H 7.42 8.83 2.37
H 9.58 8.21 1.95
H 9.90 6.17 3.92
H 9.85 7.92 4.46
H 11.84 6.77 2.59
H 12.17 7.40 4.12
H 13.53 8.17 2.15
H 13.26 9.27 3.54
H 13.24 9.87 1.81
C -11.96 -2.62 -18.95
O -11.34 -2.21 -17.72
C -11.82 -0.94 -17.14
C -11.21 -0.60 -15.81
N -10.99 -1.73 -14.84
C -10.15 -1.38 -13.72
C -8.79 -0.57 -13.99
O -8.94 0.85 -14.05
C -7.72 1.51 -14.46
H -11.26 -3.22 -19.52
H -12.02 -1.81 -19.68
H -12.92 -3.11 -18.78
H -12.87 -1.12 -16.92
H -11.86 -0.08 -17.81
H -11.82 0.03 -15.17
H -10.34 0.01 -16.05
H -10.59 -2.54 -15.29
H -9.87 -2.33 -13.26
H -10.52 -0.91 -12.81
H -8.55 -0.90 -15.00
H -8.06 -0.91 -13.25
H -7.96 2.56 -14.62
H -7.44 1.17 -15.46
H -6.86 1.28 -13.83
C -2.73 -0.18 -3.81
O -1.96 -0.92 -2.98
C -0.60 -0.44 -2.96
C 0.24 -1.62 -2.52
N -0.05 -1.95 -1.11
C 0.74 -1.18 -0.25
C 0.36 -1.82 1.12
O 0.63 -0.77 2.14
C 0.05 -1.00 3.44
H -2.54 -0.13 -4.88
H -2.75 0.79 -3.32
H -3.75 -0.48 -3.58
H -0.51 0.40 -2.27
H -0.24 -0.01 -3.90
H 1.30 -1.43 -2.63
H -0.01 -2.43 -3.21
H -0.96 -1.52 -0.99
H 0.35 -0.16 -0.31
H 1.79 -1.44 -0.43
H 0.97 -2.63 1.51
H -0.62 -2.21 1.40
H 0.41 -1.92 3.89
H -1.03 -0.81 3.36
H 0.39 -0.21 4.11
C 3.30 -0.58 -10.22
O 3.56 -1.53 -11.18
C 3.68 -2.84 -10.60
C 3.60 -3.94 -11.80
N 2.39 -4.39 -12.40
C 1.42 -4.83 -11.45
C 0.09 -5.37 -12.12
O -1.09 -4.59 -11.75
C -2.18 -4.72 -12.54
H 3.91 0.30 -10.43
H 3.70 -0.75 -9.22
H 2.25 -0.34 -10.03
H 2.93 -3.06 -9.83
H 4.66 -2.93 -10.13
H 4.19 -4.80 -11.48
H 4.18 -3.39 -12.54
H 2.08 -3.62 -12.97
H 1.28 -4.03 -10.73
H 1.87 -5.67 -10.92
H -0.16 -6.36 -11.72
H 0.17 -5.53 -13.19
H -3.07 -4.41 -11.98
H -2.25 -5.73 -12.94
H -2.17 -4.02 -13.38
C -5.84 2.63 9.60
O -6.91 3.56 9.35
C -7.14 3.64 7.92
C -8.46 4.39 7.38
N -9.79 3.85 7.59
C -9.94 2.61 6.81
C -11.36 2.03 6.96
O -11.54 1.38 8.18
C -12.89 0.86 8.37
H -6.35 1.67 9.63
H -5.33 2.88 10.53
H -5.00 2.70 8.91
H -7.23 2.64 7.50
H -6.19 4.00 7.51
H -8.50 4.54 6.30
H -8.37 5.43 7.71
H -9.98 3.53 8.53
H -9.16 1.94 7.18
H -9.91 2.85 5.75
H -11.69 1.51 6.07
H -12.21 2.72 6.92
H -12.97 0.15 9.20
H -13.22 0.23 7.55
H -13.72 1.55 8.52
*
```

Results
LUMO energy in eV: 0.6653
SMILES: COC[C@H](C)N.COCCNCCOC.COCCNCCOC.COCCNCCOC.COCCNCCOC.COCCNCCOC.COCCNCCOC.COCCNCCOC
Gap between HOMO and LUMO in eV: 9.1
HOMO in eV: -8.409
E in Eh: -3388.1703



Formula: C2H6N2OS
Source: OMol25
Level of theory: ωB97M-V with the def2-TZVPD basis set

The geometry in ORCA input format:
```
! RIJCOSX wB97M-V def2-TZVPD def2/J DEFGRID3
* xyz 0 1
C -2.25 -0.13 0.29
S -0.68 -0.85 -0.24
C 0.24 0.65 -0.07
O -0.27 1.74 -0.06
N 1.60 0.44 -0.02
N 2.20 -0.74 0.23
H -2.32 0.03 1.38
H -3.00 -0.85 -0.06
H -2.37 0.78 -0.27
H 2.21 1.26 -0.04
H 1.78 -1.22 1.07
H 2.18 -1.37 -0.65
*
```

Results
LUMO energy in eV: 0.6724
SMILES: CSC(=O)NN
Gap between HOMO and LUMO in eV: 10.0
HOMO in eV: -9.311
E in Eh: -662.7224



Repeat the second record exactly.
Formula: C6H11NS
Source: OMol25
Level of theory: ωB97M-V with the def2-TZVPD basis set

The geometry in ORCA input format:
```
! RIJCOSX wB97M-V def2-TZVPD def2/J DEFGRID3
* xyz 0 1
C -1.39 -1.79 0.03
C -1.74 -0.75 0.82
C -0.06 -1.79 -0.66
C -0.75 0.39 0.91
C -1.07 1.59 0.19
C 2.60 1.08 -0.40
N 0.64 -0.63 -0.39
S 2.08 -0.54 0.27
H -1.94 -2.71 -0.09
H -2.86 -0.77 1.16
H 0.60 -2.64 -0.29
H -0.35 -2.03 -1.68
H -0.25 0.49 1.86
H -0.37 2.41 0.41
H -2.06 1.94 0.47
H -1.08 1.49 -0.88
H 2.38 1.13 -1.50
H 3.59 1.31 -0.24
H 2.03 1.81 0.01
*
```

Results
LUMO energy (alpha / beta) in eV: 0.6586 / 0.6578
Gap between HOMO and LUMO (alpha / beta) in eV: 7.8 / 7.8
HOMO (alpha / beta) in eV: -7.159 / -7.158
E in Eh: -688.0055



- What is the E in the third record?
  -3388.1703 Eh



- What is the E in the fourth record?
  -662.7224 Eh